Molecular formula: C50H41BN13OS2Zr
Method: DFT, ωB97M-V/def2-TZVPD

Structure (XYZ):
```
109
Properties=species:S:1:pos:R:3
Zr 0.30 0.42 -0.04
C -4.46 1.13 -1.92
C -3.15 0.43 -2.08
C -2.62 -0.24 -3.18
C -1.40 -0.74 -2.77
N -1.18 -0.39 -1.50
N -2.26 0.34 -1.09
B -2.37 0.81 0.41
N -3.23 -0.23 1.12
N -2.50 -1.38 1.08
C -3.24 -2.32 1.61
C -4.49 -1.80 2.01
C -4.45 -0.47 1.69
C -5.52 0.54 1.93
C -2.70 -3.69 1.74
C -3.47 -4.71 2.29
C -2.97 -6.00 2.41
C -1.68 -6.28 1.98
C -0.90 -5.26 1.44
C -1.41 -3.98 1.32
N -2.29 2.33 0.32
N -1.04 2.56 -0.23
C -0.92 3.87 -0.37
C -2.07 4.51 0.09
C -2.92 3.51 0.53
C -4.26 3.66 1.14
C 0.27 4.51 -0.95
C 1.06 3.87 -1.90
C 2.18 4.50 -2.42
C 2.51 5.79 -2.02
C 1.71 6.44 -1.10
C 0.59 5.81 -0.56
C -0.49 -1.64 -3.49
C -0.08 -1.36 -4.79
C 0.73 -2.25 -5.48
C 1.12 -3.44 -4.88
C 0.70 -3.74 -3.59
C -0.10 -2.84 -2.90
H -5.04 0.67 -1.12
H -5.03 1.06 -2.83
H -4.31 2.18 -1.68
H -3.10 -0.39 -4.14
H -1.29 0.65 0.99
H -5.32 -2.32 2.47
H -6.40 0.04 2.32
H -5.80 1.07 1.02
H -5.20 1.28 2.67
H -4.48 -4.50 2.63
H -3.58 -6.78 2.84
H -1.28 -7.28 2.07
H 0.11 -5.47 1.11
H -0.81 -3.18 0.89
H -2.27 5.57 0.12
H -4.47 4.72 1.28
H -4.29 3.18 2.11
H -5.04 3.25 0.51
H 0.78 2.88 -2.24
H 2.79 3.99 -3.15
H 3.38 6.28 -2.43
H 1.95 7.45 -0.79
H -0.02 6.32 0.17
H -0.39 -0.43 -5.26
H 1.06 -2.01 -6.48
H 1.73 -4.15 -5.43
H 0.98 -4.67 -3.13
H -0.46 -3.08 -1.90
N 0.41 4.59 2.74
C 0.50 3.29 2.34
S -0.73 2.21 2.80
N 1.60 3.06 1.65
N 1.69 1.90 0.91
C 2.95 1.68 0.65
C 3.50 1.11 -0.58
C 4.89 1.01 -0.70
C 5.49 0.77 -1.91
C 4.70 0.66 -3.06
C 3.32 0.73 -2.96
C 2.72 0.91 -1.72
O 1.38 0.86 -1.64
H -0.22 4.80 3.50
H 1.22 5.17 2.59
H 3.65 2.24 1.26
H 5.50 1.17 0.19
H 6.57 0.69 -1.99
H 5.16 0.52 -4.03
H 2.69 0.63 -3.83
S 5.32 -3.70 4.21
N 5.23 -3.49 2.61
C 4.10 -2.84 2.38
C 3.59 -2.47 1.06
C 4.20 -2.84 -0.14
C 3.59 -2.52 -1.32
C 2.40 -1.80 -1.28
N 1.82 -1.41 -0.15
C 2.41 -1.75 1.01
C 1.67 -1.41 2.22
N 0.49 -0.78 2.02
C -0.31 -0.62 3.07
C 0.03 -1.05 4.36
C 1.25 -1.63 4.57
C 2.09 -1.85 3.46
C 3.36 -2.54 3.54
N 3.94 -2.98 4.65
H 5.14 -3.39 -0.11
H 4.00 -2.80 -2.28
H 1.89 -1.53 -2.20
H -1.32 -0.33 2.86
H -0.66 -0.88 5.16
H 1.56 -1.98 5.54
```

Properties
Net charge ... +1
Calculated total energy ... -97563.274 eV
2S+1 ... 1
Gap between HOMO and LUMO ... 6.1 eV

These are the Löwdin partial charges, in e, on atoms 1 to 99:
1. Zr 1.874
2. C 0.022
3. C -0.228
4. C 0.068
5. C -0.223
6. N -0.024
7. N 0.005
8. B -0.630
9. N 0.045
10. N 0.097
11. C -0.235
12. C 0.038
13. C -0.253
14. C -0.009
15. C -0.160
16. C -0.028
17. C -0.074
18. C -0.085
19. C -0.084
20. C -0.045
21. N -0.003
22. N 0.028
23. C -0.239
24. C 0.040
25. C -0.279
26. C 0.003
27. C -0.168
28. C -0.033
29. C -0.067
30. C -0.076
31. C -0.070
32. C -0.037
33. C -0.180
34. C -0.023
35. C -0.068
36. C -0.074
37. C -0.079
38. C -0.055
39. H 0.080
40. H 0.092
41. H 0.086
42. H 0.126
43. H -0.031
44. H 0.110
45. H 0.090
46. H 0.064
47. H 0.077
48. H 0.108
49. H 0.107
50. H 0.104
51. H 0.098
52. H 0.087
53. H 0.120
54. H 0.092
55. H 0.074
56. H 0.075
57. H 0.094
58. H 0.103
59. H 0.104
60. H 0.106
61. H 0.108
62. H 0.121
63. H 0.108
64. H 0.107
65. H 0.110
66. H 0.114
67. N 0.081
68. C -0.871
69. S 0.757
70. N -0.014
71. N -0.137
72. C -0.065
73. C -0.162
74. C -0.024
75. C -0.069
76. C -0.057
77. C -0.015
78. C -0.363
79. O -0.297
80. H 0.082
81. H 0.099
82. H 0.134
83. H 0.121
84. H 0.108
85. H 0.112
86. H 0.126
87. S 1.052
88. N -0.207
89. C -0.300
90. C -0.067
91. C 0.048
92. C 0.005
93. C -0.105
94. N 0.032
95. C -0.142
96. C -0.148
97. N 0.007
98. C -0.197
99. C 0.001

Molecular formula: C6H21N10O8Ti
Method: DFT, ωB97M-V/def2-TZVPD

Structure (XYZ):
```
46
Properties=species:S:1:pos:R:3
Ti -16.92 9.08 18.65
O -19.29 7.86 15.52
C -18.26 8.37 16.15
O -17.32 7.77 16.60
O -18.23 9.62 16.42
H -19.86 8.56 15.84
C -17.74 5.87 19.77
O -17.43 6.94 20.18
N -17.44 4.80 20.35
N -18.13 5.62 18.54
H -17.60 3.90 19.91
H -16.91 5.00 21.19
H -18.13 6.33 17.83
H -18.53 4.69 18.47
C -19.95 11.53 19.13
O -19.13 10.65 19.30
N -21.28 11.41 19.01
N -19.65 12.76 19.03
H -21.62 10.49 18.75
H -21.93 12.13 18.71
H -20.33 13.45 18.76
H -18.65 12.92 19.09
C -13.62 9.24 17.69
O -14.70 9.38 18.15
N -13.30 10.09 16.79
N -12.72 8.27 17.81
H -14.04 10.76 16.61
H -12.62 9.94 16.06
H -12.94 7.39 18.27
H -11.76 8.48 17.61
C -15.30 11.69 20.81
O -16.22 11.32 20.13
N -15.52 12.27 21.90
N -14.03 11.61 20.58
H -14.73 12.54 22.46
H -16.46 12.10 22.24
H -13.81 11.19 19.69
H -13.24 11.97 21.10
C -16.76 13.13 17.03
O -16.97 13.32 15.83
N -16.50 14.07 17.98
N -17.09 12.02 17.64
H -16.48 13.78 18.95
H -16.12 14.99 17.82
H -17.61 11.32 17.12
H -16.75 11.73 18.54
```

Properties
Expectation value of S² ... 3.7516
Net charge ... 0
Calculated total energy ... -60959.315 eV
Relative energy (zero: lowest compared OMol25 entry of this formula, charge and spin) ... 308.2 kJ/mol
2S+1 ... 4
Gap between HOMO and LUMO (spin up / spin down) ... 3.4 / 8.1 eV

Here is what natural (NBO) gives for the atomic charges, in e:
1. Ti 0.817
2. O -0.679
3. C 0.935
4. O -0.779
5. O -0.885
6. H 0.500
7. C 0.749
8. O -0.684
9. N -0.813
10. N -0.836
11. H 0.391
12. H 0.411
13. H 0.440
14. H 0.366
15. C 0.774
16. O -0.679
17. N -0.848
18. N -0.804
19. H 0.392
20. H 0.383
21. H 0.390
22. H 0.414
23. C 0.759
24. O -0.694
25. N -0.816
26. N -0.831
27. H 0.416
28. H 0.389
29. H 0.416
30. H 0.394
31. C 0.761
32. O -0.703
33. N -0.793
34. N -0.821
35. H 0.382
36. H 0.417
37. H 0.407
38. H 0.398
39. C 0.756
40. O -0.671
41. N -0.860
42. N -0.884
43. H 0.378
44. H 0.393
45. H 0.443
46. H 0.408

Molecular formula: C5H4Li2O7
Method: DFT, ωB97M-V/def2-TZVPD

Structure (XYZ):
```
18
Properties=species:S:1:pos:R:3
O -3.96 -2.47 -0.69
C -5.05 -2.85 -0.79
O 1.55 -1.82 -1.88
Li -1.91 -2.17 -0.96
O -0.34 -3.04 -1.62
O -0.35 -0.97 -0.95
C 0.29 0.25 -0.63
C 0.87 0.18 0.78
O 1.82 1.22 0.98
C 0.39 -2.02 -1.54
H 1.09 0.46 -1.35
H -0.47 1.03 -0.69
H 1.41 -0.76 0.92
H 0.06 0.24 1.53
O 2.27 3.29 1.59
O 0.17 2.60 1.68
C 1.39 2.41 1.43
Li 0.77 4.41 2.19
```

Properties
Net charge ... 0
Calculated total energy ... -19995.637 eV
Relative energy (zero: lowest compared OMol25 entry of this formula, charge and spin) ... 0.0 kJ/mol
2S+1 ... 1
Gap between HOMO and LUMO ... 8.6 eV

Here is what natural (NBO) gives for the atomic charges, in e:
1. O -0.611
2. C 0.623
3. O -0.684
4. Li 0.936
5. O -0.862
6. O -0.663
7. C -0.094
8. C -0.093
9. O -0.508
10. C 0.949
11. H 0.221
12. H 0.182
13. H 0.203
14. H 0.189
15. O -0.829
16. O -0.869
17. C 0.953
18. Li 0.956

- What is the net charge in the first record?
  +1